No. 1
DFT (the ωB97M-V functional and the def2-TZVPD basis) results for a molecular structure, C25H47BFeN4O2Te in a non-equilibrium geometry.

Calculated values
- relative energy (zero: lowest compared OMol25 entry of this formula, charge and spin) (kJ/mol) = 0.0
- ⟨S²⟩ = 6.0154
- HOMO (alpha / beta) (eV) = -6.02 / -6.68
- frontier orbital gap (alpha / beta) (Eh) = 0.2330 / 0.2570
- multiplicity = 5

Each line ends with the Löwdin charge.
Cartesian coordinates (Å):
Fe 0.48 0.35 -0.09  0.3489
C 2.69 -2.84 0.26  -0.1679
C 1.53 -2.85 -0.74  -0.2132
N 1.34 -1.55 -1.37  -0.1166
C 2.30 -1.22 -2.41  -0.1975
C 2.15 0.24 -2.85  -0.2150
N 2.38 1.12 -1.71  -0.0905
C 2.10 2.52 -2.02  -0.2272
C 2.56 3.48 -0.93  -0.1626
C 1.68 3.47 0.32  -0.2074
N 1.64 2.19 1.02  -0.1143
C 2.84 1.83 1.76  -0.1955
C 2.77 0.37 2.21  -0.2274
N 2.59 -0.50 1.06  -0.1043
C 2.48 -1.90 1.44  -0.2309
H 3.62 -2.59 -0.24  0.1001
H 2.79 -3.86 0.64  0.1147
H 0.62 -3.09 -0.20  0.1207
H 1.72 -3.63 -1.49  0.1179
H 0.40 -1.49 -1.78  0.0903
H 2.17 -1.87 -3.29  0.1258
H 3.31 -1.39 -2.03  0.1081
H 1.12 0.41 -3.18  0.0917
H 2.84 0.44 -3.69  0.1255
H 3.36 1.04 -1.43  0.1139
H 1.02 2.60 -2.13  0.0851
H 2.58 2.81 -2.98  0.1246
H 2.54 4.49 -1.33  0.1150
H 3.60 3.26 -0.66  0.1007
H 0.65 3.68 0.01  0.1187
H 2.02 4.28 0.99  0.1203
H 0.86 2.20 1.67  0.0749
H 2.99 2.48 2.65  0.1272
H 3.71 1.96 1.11  0.1089
H 1.90 0.24 2.87  0.0763
H 3.68 0.13 2.79  0.1251
H 3.40 -0.40 0.45  0.1072
H 1.47 -2.05 1.85  0.0910
H 3.21 -2.16 2.23  0.1206
C -2.37 -5.55 5.10  -0.0562
C -2.04 -4.33 4.29  -0.2810
C -2.71 -4.03 3.11  -0.0264
C -2.43 -2.88 2.39  -0.3320
C -3.22 -2.61 1.15  -0.1140
C -1.46 -1.98 2.84  -0.4766
Te -1.14 -0.14 1.74  0.9723
C -0.77 -2.29 4.02  -0.3252
C 0.29 -1.39 4.59  -0.0982
C -1.06 -3.45 4.71  -0.0318
H -3.26 -6.05 4.72  0.0705
H -2.54 -5.28 6.14  0.0776
H -1.54 -6.26 5.08  0.0786
H -3.48 -4.70 2.76  0.1097
H -3.89 -3.44 0.93  0.0697
H -2.56 -2.45 0.30  0.0517
H -3.82 -1.71 1.27  0.0633
H 0.12 -0.36 4.27  0.0090
H 1.27 -1.71 4.26  0.0685
H 0.27 -1.42 5.68  0.0767
H -0.52 -3.67 5.63  0.1162
C -3.87 2.25 -1.83  -0.0108
C -2.42 2.64 -2.19  -0.4723
C -2.27 4.15 -2.04  -0.0089
O -1.57 1.97 -1.24  -0.0120
B -0.96 0.87 -1.84  -0.5880
O -1.21 0.90 -3.20  0.0370
C -1.96 2.06 -3.57  -0.4701
C -3.10 1.61 -4.49  -0.0130
C -1.02 2.99 -4.35  -0.0074
H -4.07 2.58 -0.81  0.0928
H -3.98 1.17 -1.86  0.0940
H -4.58 2.71 -2.51  0.0870
H -2.69 4.45 -1.08  0.0886
H -2.80 4.67 -2.83  0.0894
H -1.22 4.44 -2.05  0.0781
H -3.70 0.84 -4.02  0.0843
H -2.67 1.20 -5.40  0.0887
H -3.73 2.45 -4.76  0.0903
H -0.16 3.26 -3.75  0.0689
H -1.54 3.89 -4.68  0.0864
H -0.66 2.45 -5.23  0.0917

No. 2
DFT (the ωB97M-V functional and the def2-TZVPD basis) results for 10 unconnected molecules or ions with the total composition C32H87N3O20 in a non-equilibrium geometry.

Calculated values
- relative energy (zero: lowest compared OMol25 entry of this formula, charge and spin) (kJ/mol) = 48.7
- HOMO (eV) = -8.62
- frontier orbital gap (Eh) = 0.3367

Each line ends with the Löwdin charge.
Cartesian coordinates (Å):
C -1.61 -13.21 25.19  -0.2840
C -2.19 -12.30 26.32  -0.2623
O -3.09 -11.39 25.78  -0.0673
O -0.53 -14.00 25.58  -0.0644
H -1.51 -12.56 24.26  0.1332
H -2.39 -14.00 24.92  0.1157
H -1.34 -11.76 26.76  0.1195
H -2.66 -12.96 27.06  0.1180
H -4.02 -11.66 25.68  0.0686
H 0.13 -13.32 25.80  0.0873
C -1.20 -10.94 18.82  -0.2150
C -0.90 -11.36 20.25  -0.2394
O -2.07 -11.91 20.84  -0.0916
O -2.08 -9.80 18.72  -0.0869
H -1.74 -11.73 18.21  0.1444
H -0.30 -10.70 18.29  0.0966
H -0.49 -10.63 20.91  0.1039
H -0.15 -12.14 20.25  0.1165
H -2.82 -11.30 20.68  0.0482
H -1.68 -9.10 19.27  0.0927
C -9.70 -13.18 25.70  -0.2331
C -9.61 -14.50 25.00  -0.2617
O -9.58 -14.32 23.61  -0.0706
O -8.57 -12.42 25.31  -0.0719
H -9.77 -13.24 26.79  0.1225
H -10.62 -12.65 25.50  0.1120
H -10.48 -15.15 25.26  0.1311
H -8.70 -14.98 25.42  0.1234
H -8.70 -14.63 23.27  0.0634
H -8.72 -11.53 25.65  0.1004
C -6.37 -17.93 21.60  -0.2124
C -5.84 -18.37 22.96  -0.1576
O -6.65 -17.65 23.97  -0.0942
O -7.74 -18.31 21.41  -0.0524
H -5.72 -18.29 20.86  0.0743
H -6.29 -16.85 21.55  0.1033
H -4.79 -18.16 23.03  0.1139
H -6.02 -19.44 23.19  0.1323
H -6.21 -17.74 24.82  0.0696
H -8.28 -18.45 22.17  0.0688
C -5.20 -12.07 20.77  -0.2263
C -6.70 -11.91 20.77  -0.2711
O -7.15 -11.68 19.47  -0.0404
O -4.60 -10.80 20.58  -0.0523
H -4.93 -12.76 20.00  0.1050
H -4.81 -12.54 21.67  0.0761
H -6.99 -11.13 21.46  0.1008
H -7.14 -12.86 21.14  0.1227
H -8.11 -11.85 19.43  0.0570
H -4.58 -10.64 19.61  0.1103
C -8.53 -15.72 17.94  -0.2256
C -7.82 -15.24 19.16  -0.2058
O -6.58 -14.66 18.81  -0.0279
O -8.60 -14.69 16.95  -0.0813
H -9.57 -15.97 18.21  0.1287
H -8.03 -16.55 17.45  0.1023
H -7.71 -16.07 19.80  0.0860
H -8.46 -14.49 19.64  0.1212
H -6.55 -13.79 19.07  -0.0002
H -7.66 -14.41 16.91  0.0926
C -5.71 -12.83 23.87  -0.2269
C -5.67 -14.28 23.25  -0.2080
O -6.93 -14.84 23.49  -0.0730
O -5.83 -12.87 25.25  -0.0482
H -6.54 -12.33 23.37  0.1120
H -4.79 -12.37 23.60  0.0982
H -4.82 -14.83 23.64  0.1184
H -5.45 -14.18 22.21  0.0755
H -6.79 -15.76 23.77  0.0643
H -6.76 -12.84 25.47  0.0471
C -7.49 -24.94 28.16  -0.1263
O -7.21 -23.89 27.29  -0.1587
C -6.30 -23.05 27.86  -0.2756
C -5.43 -22.45 26.73  -0.1840
N -4.47 -21.45 27.19  -0.0897
C -4.82 -20.07 27.21  -0.2307
C -3.71 -19.17 26.64  -0.1986
O -4.20 -17.83 26.36  -0.2081
C -3.35 -16.88 26.91  -0.1403
H -8.20 -25.55 27.58  0.1012
H -7.91 -24.66 29.11  0.0802
H -6.61 -25.57 28.41  0.0932
H -5.67 -23.62 28.57  0.1198
H -6.66 -22.20 28.45  0.1244
H -6.05 -21.97 25.97  0.1152
H -4.87 -23.24 26.20  0.1207
H -3.80 -21.70 27.93  0.1318
H -5.05 -19.73 28.20  0.1115
H -5.74 -19.94 26.59  0.1281
H -3.25 -19.65 25.79  0.1154
H -2.88 -19.08 27.39  0.1216
H -3.21 -17.06 28.00  0.0918
H -3.69 -15.87 26.74  0.0757
H -2.27 -16.99 26.51  0.1150
C -11.22 -6.11 22.43  -0.0839
O -10.79 -7.36 22.97  -0.1873
C -9.70 -7.88 22.30  -0.2532
C -9.42 -9.36 22.59  -0.1893
N -10.17 -10.13 21.62  -0.0698
C -10.07 -11.54 21.84  -0.2375
C -10.75 -12.34 20.76  -0.1679
O -9.93 -12.25 19.57  -0.2486
C -10.55 -12.42 18.34  -0.1110
H -12.20 -5.99 22.88  0.0886
H -11.33 -6.27 21.36  0.0888
H -10.63 -5.28 22.69  0.0684
H -8.84 -7.18 22.41  0.1283
H -9.96 -7.85 21.21  0.1161
H -9.72 -9.65 23.60  0.1208
H -8.34 -9.56 22.44  0.1125
H -9.95 -9.84 20.68  0.1129
H -10.67 -11.73 22.75  0.1237
H -9.04 -11.91 22.02  0.1049
H -11.73 -11.81 20.61  0.1410
H -10.89 -13.38 21.05  0.1262
H -10.84 -13.47 18.21  0.0852
H -9.80 -12.23 17.60  0.0849
H -11.47 -11.80 18.21  0.1025
C -2.72 -15.15 21.44  -0.1513
O -3.45 -16.10 20.80  -0.1903
C -3.43 -15.87 19.39  -0.2202
C -4.15 -16.98 18.71  -0.1943
N -3.28 -18.23 18.82  -0.0225
C -3.75 -19.38 18.02  -0.1996
C -5.10 -19.96 18.28  -0.2212
O -6.09 -19.03 17.81  -0.2339
C -7.40 -19.48 18.05  -0.0978
H -1.72 -15.14 20.96  0.1065
H -2.70 -15.28 22.49  0.0707
H -3.10 -14.12 21.35  0.0627
H -2.41 -15.89 19.14  0.1009
H -3.92 -14.85 19.18  0.1400
H -4.19 -16.69 17.63  0.1378
H -5.20 -17.10 19.03  0.0976
H -3.32 -18.39 19.82  0.0875
H -3.11 -20.18 18.11  0.0817
H -3.76 -18.98 16.98  0.1336
H -5.34 -19.99 19.34  0.1076
H -5.24 -21.01 17.84  0.1452
H -8.13 -18.81 17.54  0.0914
H -7.50 -19.44 19.16  0.0848
H -7.45 -20.48 17.70  0.0680

No. 3
DFT (the ωB97M-V functional and the def2-TZVPD basis) results for a gas-phase ion, C9H11N2 (charge +1) in a non-equilibrium geometry.

Calculated values
- relative energy (zero: lowest compared OMol25 entry of this formula, charge and spin) (kJ/mol) = 676.0
- total charge = +1
- HOMO (alpha / beta) (eV) = -12.69 / -12.69
- frontier orbital gap (alpha / beta) (Eh) = 0.3080 / 0.3080

Each line ends with the Löwdin charge.
Cartesian coordinates (Å):
C 0.15 1.45 -0.22  0.1133
C -1.00 0.87 -0.44  -0.1170
C 1.40 -1.56 0.44  -0.0588
C 0.30 -2.19 0.01  -0.1010
C -1.26 -0.48 -0.52  -0.0575
C 1.70 -0.19 0.94  -0.1188
C 1.43 0.99 -0.07  -0.1829
C 2.54 1.66 -0.93  -0.0124
C -3.51 0.73 0.25  -0.0144
N -2.35 0.39 -0.51  0.0625
N -0.97 -1.72 -0.16  0.1546
H 2.33 -2.11 0.63  0.1240
H 0.48 -3.29 -0.22  0.1538
H 0.98 -0.07 1.89  0.1736
H 2.72 0.04 1.30  0.1205
H 3.57 1.35 -0.66  0.0936
H 2.41 2.71 -0.81  0.0735
H 2.31 1.33 -1.94  0.0916
H -3.88 -0.16 0.79  0.1055
H -3.23 1.48 0.93  0.0833
H -4.36 1.11 -0.39  0.1231
H -1.77 -2.34 -0.29  0.1901

No. 4
DFT (the ωB97M-V functional and the def2-TZVPD basis) results for a molecular structure, C20H26NTi in a non-equilibrium geometry.

Calculated values
- total charge = +1
- HOMO (eV) = -12.08
- frontier orbital gap (Eh) = 0.2936

Each line ends with the Löwdin charge.
Cartesian coordinates (Å):
C -0.31 0.53 -2.92  -0.4864
C 0.19 1.91 -3.36  -0.1458
C 0.41 -0.33 -4.15  -0.0811
C -1.71 0.57 -3.64  -0.1402
H 0.03 0.16 -5.06  0.0790
H 0.16 -1.41 -4.21  0.0826
H 1.51 -0.34 -4.23  0.0827
H -0.14 2.02 -4.41  0.0886
H 1.28 2.06 -3.39  0.0858
H -0.23 2.72 -2.75  0.0962
H -1.48 0.83 -4.69  0.0789
H -2.39 1.34 -3.23  0.0941
H -2.29 -0.36 -3.64  0.0844
C 2.11 0.05 0.66  -0.0626
C 1.95 -0.81 -0.45  -0.1143
C 1.77 0.01 -1.60  -0.2184
H 2.12 -1.88 -0.47  0.1219
C 1.71 1.41 -1.16  -0.1525
C 1.90 1.39 0.24  -0.0870
H 1.93 2.31 0.81  0.1191
H 2.41 -0.27 1.65  0.1225
H 1.83 -0.38 -2.60  0.0851
H 1.61 2.35 -1.70  0.1050
C -2.25 -1.02 0.10  -0.0903
C -1.21 -1.89 0.56  -0.0607
C -0.34 -2.16 -0.51  -0.1113
H -1.14 -2.33 1.55  0.1238
C -0.90 -1.58 -1.70  -0.2086
C -2.11 -0.82 -1.29  -0.1561
H -2.84 -0.26 -1.87  0.1081
H -3.08 -0.59 0.65  0.1184
H 0.51 -2.84 -0.50  0.1203
H -0.58 -1.81 -2.70  0.0965
Ti -0.17 0.19 -0.92  1.0842
C -0.78 0.89 6.58  -0.0334
C -0.64 0.71 5.09  -0.2578
C 0.44 1.25 4.41  -0.0009
C 0.48 1.15 3.02  -0.1433
N -0.46 0.56 2.28  0.0609
C -1.48 0.02 2.96  -0.1416
C -1.61 0.06 4.34  -0.0048
H 0.05 0.43 7.12  0.0964
H -0.80 1.95 6.86  0.0922
H -1.71 0.44 6.93  0.0812
H 1.26 1.75 4.91  0.1216
H 1.35 1.57 2.51  0.0754
H -2.24 -0.51 2.39  0.0728
H -2.47 -0.42 4.79  0.1192